Entry 1:
Molecular formula: C5H14
Method: DFT, ωB97M-V with the def2-TZVPD basis set

Last column: Mulliken charge in e.
Atoms and positions in Å:
C  -0.527  0.150  -2.524  -0.99
C  -1.382  0.552  -1.275  -0.16
C  -1.809  -0.608  -0.397  -0.86
H  -0.886  0.656  -3.420  0.32
H  0.496  0.481  -2.350  0.24
H  -0.560  -0.919  -2.726  0.29
H  -2.248  1.084  -1.673  0.27
H  -0.784  1.269  -0.716  0.22
H  -2.097  -1.515  -0.918  0.36
H  -2.592  -0.287  0.299  0.32
H  -1.019  -0.854  0.324  0.02
C  1.828  0.740  2.019  -0.77
C  1.512  -0.731  1.837  -0.85
H  1.200  1.253  2.750  0.26
H  2.868  0.932  2.272  0.30
H  1.599  1.303  1.108  0.21
H  1.565  -1.047  0.794  0.22
H  0.580  -1.081  2.278  0.25
H  2.256  -1.379  2.318  0.37

Results
* SMILES: CCC.CC
* HOMO: -11.1 eV
* 2S+1: 1
* total energy: -198.8746 hartree
* molecular weight: 74.2 g/mol



Entry 2:
Molecular formula: C18H28BrF2NO4P3
Method: DFT, ωB97M-V with the def2-TZVPD basis set

Last column: Mulliken charge in e.
Atoms and positions in Å:
C  -2.398  3.714  1.719  -0.96
C  -1.472  3.991  0.442  -0.59
N  -1.173  2.799  -0.342  -0.08
P  0.495  2.185  -0.395  1.25
F  1.176  3.773  -0.698  -0.71
C  2.327  1.572  -0.507  -1.30
O  2.489  0.156  -0.356  0.20
C  3.828  -0.218  -0.041  -0.50
C  3.777  -1.503  0.879  -0.79
C  -0.199  0.373  -0.273  -1.30
C  -1.776  0.287  -0.235  1.07
C  -2.498  0.241  1.043  -0.41
C  -3.954  0.126  1.095  -0.63
C  -4.784  0.083  -0.119  -0.47
C  -4.061  0.117  -1.398  -0.53
C  -2.601  0.199  -1.451  -0.45
P  0.781  2.350  1.809  -0.22
O  1.748  3.709  2.166  -0.53
O  1.595  1.018  2.458  -0.44
P  0.209  2.056  -2.650  -0.17
O  0.660  3.588  -3.303  -0.44
Br  1.574  0.521  -3.595  -0.37
H  -3.452  3.477  1.429  0.29
H  -2.415  4.696  2.281  0.39
H  -1.951  2.959  2.410  0.19
H  -2.117  4.668  -0.199  0.41
H  -0.637  4.636  0.806  0.17
H  -1.507  2.929  -1.304  0.28
H  2.851  2.050  0.389  0.50
H  2.887  2.007  -1.395  0.42
H  4.350  -0.501  -0.997  0.28
H  4.409  0.565  0.515  0.37
H  3.370  -2.341  0.257  0.03
H  3.166  -1.350  1.801  0.21
H  4.837  -1.746  1.161  0.39
H  0.129  -0.162  0.654  0.56
H  0.085  -0.270  -1.146  0.31
H  -1.946  0.267  2.018  0.34
H  -4.504  0.064  2.063  0.29
H  -5.892  0.023  -0.097  0.35
H  -4.629  0.082  -2.355  0.30
H  -2.129  0.225  -2.457  0.32
H  1.193  4.509  2.171  0.35
H  2.547  1.233  2.530  0.33
H  1.373  3.415  -3.943  0.32
F  2.775  -5.346  -1.417  -0.32
C  1.566  -5.281  -0.828  0.28
C  0.874  -4.083  -0.832  -0.47
C  -0.375  -4.017  -0.228  -0.32
C  -0.912  -5.146  0.381  -0.63
C  -0.204  -6.342  0.382  -0.29
C  1.041  -6.413  -0.231  -0.47
H  1.311  -3.212  -1.304  0.55
H  -0.929  -3.085  -0.232  0.51
H  -1.885  -5.092  0.855  0.39
H  -0.622  -7.220  0.860  0.35
H  1.603  -7.338  -0.248  0.40

Results
* net charge: -1
* HOMO: -3.4 eV
* 2S+1: 1
* total energy: -4856.2139 hartree
* molecular weight: 533.2 g/mol



Entry 3:
Molecular formula: C25H28CaCl3N5O3P
Method: DFT, ωB97M-V with the def2-TZVPD basis set

Last column: Mulliken charge in e.
Atoms and positions in Å:
Ca  0.164  0.179  -0.171  2.04
Cl  6.916  -2.312  -1.793  -0.23
C  5.488  -1.674  -1.037  0.06
C  5.596  -0.583  -0.161  -0.54
C  4.481  -0.069  0.442  -0.68
C  3.176  -0.590  0.211  0.55
O  2.163  -0.054  0.795  -0.73
C  3.090  -1.714  -0.674  0.45
C  1.884  -2.421  -0.985  -0.38
N  0.680  -2.106  -0.633  0.54
C  -0.387  -2.971  -0.924  -0.50
C  -0.292  -4.341  -0.843  -0.16
C  -1.403  -5.172  -1.093  -0.87
C  -2.617  -4.632  -1.401  -0.95
C  -2.765  -3.225  -1.460  1.36
C  -4.002  -2.608  -1.757  -0.72
C  -4.093  -1.248  -1.787  -0.80
C  -2.940  -0.491  -1.510  0.14
N  -1.773  -1.021  -1.238  -0.36
C  -1.658  -2.383  -1.214  -0.11
C  4.265  -2.227  -1.276  -1.24
H  6.571  -0.157  0.036  0.43
H  4.560  0.765  1.126  0.44
H  2.031  -3.317  -1.599  0.49
H  0.652  -4.788  -0.561  0.60
H  -1.283  -6.245  -1.028  0.41
H  -3.478  -5.259  -1.592  0.42
H  -4.865  -3.231  -1.959  0.45
H  -5.022  -0.744  -2.014  0.44
H  -2.992  0.591  -1.514  -0.01
H  4.187  -3.077  -1.942  0.41
Cl  -4.827  2.958  -1.295  -0.14
C  -3.653  4.122  -1.923  -0.35
Cl  -2.072  3.375  -2.212  -0.10
H  -3.528  4.908  -1.188  0.25
H  -4.022  4.511  -2.865  0.34
C  -2.380  -2.045  2.541  -1.06
P  -1.312  -0.644  2.885  1.07
C  0.306  -1.309  3.276  -1.13
C  -1.944  0.144  4.369  -1.26
O  -1.269  0.320  1.718  -0.69
H  -2.469  -2.696  3.411  0.45
H  -1.964  -2.615  1.709  0.15
H  -3.368  -1.679  2.260  0.36
H  0.257  -1.970  4.141  0.47
H  0.998  -0.490  3.473  0.34
H  0.684  -1.860  2.414  0.21
H  -1.970  -0.560  5.200  0.40
H  -2.951  0.513  4.179  0.35
H  -1.298  0.981  4.633  0.35
C  2.876  3.759  -2.416  -1.06
N  1.916  3.778  -1.313  0.19
C  1.786  4.860  -0.506  -0.10
C  0.938  4.880  0.548  -1.09
C  0.189  3.690  0.786  0.59
N  0.315  2.642  -0.007  0.10
C  1.161  2.646  -1.062  0.39
O  1.252  1.640  -1.778  -0.86
N  -0.682  3.579  1.797  -0.31
H  2.983  4.767  -2.811  0.40
H  2.501  3.097  -3.189  0.31
H  3.841  3.389  -2.072  0.32
H  2.404  5.709  -0.762  0.40
H  0.846  5.753  1.174  0.43
H  -0.763  4.296  2.495  0.22
H  -1.111  2.676  1.949  0.10

Results
* net charge: +1
* HOMO: -9.5 eV
* 2S+1: 1
* total energy: -3868.6190 hartree
* molecular weight: 623.9 g/mol



Number 1: HOMO-LUMO gap 0.451 hartree. Number 2: HOMO-LUMO gap 0.226 hartree. Number 3: HOMO-LUMO gap 0.257 hartree.